This record from OMol25 describes a cluster of 7 separate species, C18H50N2O7 in total in a non-equilibrium geometry. The level of theory is ωB97M-V/def2-TZVPD.

Results
SMILES: CC1(C)CCCC(C)(C)N1O.COC[C@H](C)N.CO.CO.CO.CO.CO
Multiplicity: 1
Electronic energy, a.u.: -1351.8522
HOMO-LUMO gap, Ha: 0.32355
HOMO level, eV: -8.36
Energy relative to the best compared isomer or geometry (same formula, charge and spin), eV: 1.1399
LUMO level, eV: 0.4

```
77
Properties=species:S:1:pos:R:3:forces:R:3
O -2.74553 2.47346 2.02958 0.161 0.025 0.116
O -2.76328 -1.01352 -0.63618 0.246 -0.249 0.121
O 2.30302 -2.02063 -2.37728 -0.021 0.367 0.337
O 1.92439 1.12882 -5.03211 0.030 -0.035 -0.172
O 1.23964 -4.42180 1.84528 -0.130 -0.378 -0.448
O 3.61934 -1.93076 -4.75610 0.039 0.034 -0.041
O 1.54464 -4.79200 -1.81623 0.740 0.102 0.055
N -1.66718 3.37642 1.90345 -0.562 0.614 -0.821
N -1.47952 -3.50080 1.74644 -0.527 0.390 -0.242
C 4.89571 -1.40920 -4.46297 0.117 0.127 -0.084
C 0.61292 3.76588 1.16141 0.718 0.041 1.008
C -1.95202 -3.73895 -0.70051 -0.539 -0.441 -0.504
C 0.54946 0.79368 -5.21972 0.513 0.690 0.854
C -3.67982 0.04310 -0.59670 -0.511 0.263 0.099
C -0.89461 2.38140 -0.19958 -1.058 -0.570 0.849
C 2.82620 -5.39974 -1.52451 -1.483 -0.933 0.305
C -0.33806 5.14558 2.91661 1.027 0.581 0.062
C 0.94377 4.40610 2.52805 -0.637 0.003 -1.202
C -0.53451 2.76345 1.24129 1.120 -0.258 -0.201
C -1.68748 -2.82537 0.47106 0.922 0.775 -0.001
C -1.49568 3.49455 4.37731 0.141 0.085 0.487
C -2.73679 -1.73484 0.58623 -0.343 -0.197 -0.294
C 1.09018 -1.29676 -2.25682 -0.916 0.056 0.212
C -2.81266 5.15283 3.09507 -0.276 0.338 0.078
C -1.57514 4.27710 3.05475 0.216 -0.506 0.580
C -0.00346 1.49094 1.94178 -0.339 0.043 0.251
C 2.11373 -3.33853 1.59969 0.264 0.356 0.505
H 0.43253 -1.41555 -3.12311 0.211 -0.124 -0.130
H -3.70650 4.54821 2.95356 -0.029 0.019 0.069
H -0.77799 -2.23961 0.26579 0.086 -0.294 0.012
H 0.44494 -0.20266 -5.64218 -0.279 0.038 -0.124
H 1.24535 -0.22691 -2.12385 0.446 -0.060 -0.033
H 0.42080 4.61084 0.49783 -0.277 -0.237 -0.269
H 3.24878 -5.84910 -2.42177 0.418 0.479 -0.077
H -4.70170 -0.31327 -0.40115 0.078 -0.062 0.076
H 1.30020 3.69223 3.26948 -0.065 -0.033 0.044
H 3.12814 -1.94520 -3.91380 -0.038 -0.128 -0.198
H 0.19046 1.63861 3.00404 -0.006 0.056 -0.017
H -2.52878 1.89956 2.78024 -0.043 -0.123 0.002
H -3.73332 -2.17500 0.76075 0.056 0.077 0.149
H -2.13711 -4.27181 1.78045 0.283 -0.186 0.311
H 2.43722 0.74417 -5.74766 0.033 -0.061 0.048
H -0.50112 5.88962 2.13023 -0.152 -0.043 0.001
H 0.13418 0.83803 -4.21046 -0.237 -0.334 -0.122
H -1.60056 1.54427 -0.14928 0.188 0.127 -0.192
H -2.95076 -4.18835 -0.60580 0.027 0.097 0.004
H -0.13825 5.72191 3.82581 -0.448 -0.108 0.107
H -0.75052 0.69917 1.84790 0.173 -0.145 -0.006
H -1.30954 4.15274 5.23070 0.009 0.190 -0.194
H -0.51658 -3.82586 1.79893 -0.479 -0.318 0.051
H 4.82265 -0.51970 -3.82827 0.096 -0.046 0.040
H 0.94032 1.16371 1.50619 -0.117 -0.097 -0.217
H 0.04192 1.58858 -5.77228 -0.056 -0.326 -0.412
H 1.73417 5.12533 2.30750 0.091 0.062 0.465
H -1.26107 -4.57958 -0.78640 0.251 0.184 0.251
H 0.51610 -1.65295 -1.39542 0.083 0.071 -0.001
H -0.66495 2.79071 4.36576 -0.151 -0.163 0.046
H 5.54912 -2.14859 -3.98313 -0.062 0.040 0.086
H 3.15262 -3.65636 1.70925 0.056 0.172 -0.089
H -1.93413 -3.19650 -1.64641 -0.040 0.047 0.038
H 1.90433 -2.51045 2.28577 0.146 -0.054 0.064
H -3.69955 0.53305 -1.56869 0.198 0.007 -0.018
H -3.41443 0.77446 0.17703 -0.129 -0.026 -0.060
H 5.38295 -1.11204 -5.39370 -0.089 -0.025 -0.033
H 2.60039 -6.23614 -0.85332 0.453 0.102 0.205
H -0.01947 2.02140 -0.73454 0.075 0.329 -0.205
H 2.12568 -2.88307 -1.98907 -0.017 -0.331 -0.290
H -2.79842 5.93651 2.33579 0.078 -0.166 -0.146
H -1.43863 3.20731 -0.65461 0.383 0.085 -0.347
H 1.48486 -4.89307 2.64446 0.153 0.160 0.082
H -2.47994 -1.07292 1.42078 -0.074 -0.011 0.045
H -2.86968 5.65767 4.06271 -0.061 -0.058 0.016
H 1.48770 3.22572 0.79008 -0.077 0.085 -0.192
H 3.44520 -4.68615 -0.99577 0.223 0.123 -0.293
H 1.95570 -2.94255 0.59874 -0.113 -0.337 -0.144
H 0.94291 -5.52565 -1.96073 -0.240 0.220 -0.086
H -2.43345 2.99479 4.63236 0.071 -0.195 -0.222
```
Positions in Å, forces in eV/Å.